[1]
{"formula": "C2H3O2P", "method": "wB97M-V/def2-TZVPD", "symbols": ["O", "C", "O", "C", "P", "H", "H", "H"], "xyz": [[3.3397, -0.2066, 0.8889], [2.4651, 0.0441, 0.1204], [2.0819, 0.7322, -0.9097], [1.0492, -0.2452, -0.3018], [-0.7859, 0.4119, 0.0814], [0.7749, -1.0445, -1.0359], [-1.3143, -0.7436, -0.3069], [-0.8052, 0.0216, 1.3251]], "atomic_forces_ev_per_a": [[-0.2, 0.8, -1.0], [-1.6, -1.6, 1.3], [0.2, 0.5, -0.3], [-1.6, 0.0, -0.8], [2.8, 2.4, -2.0], [1.2, 0.5, 0.6], [-0.9, -1.9, -0.8], [0.0, -0.7, 3.0]], "nbo_charge": [-0.523, 0.796, -0.451, -0.299, 0.337, 0.211, -0.038, -0.032], "e_above_lowest_ev": 2.479, "smiles": "O=C1O[C@@H]1P", "charge": 0, "fmax_ev_per_a": 4.21}

=====

[2]
{"formula": "C41H113AlF2N11O15S2", "method": "wB97M-V/def2-TZVPD", "symbols": ["Al", "N", "S", "O", "O", "F", "S", "O", "O", "F", "C", "O", "H", "H", "H", "C", "C", "C", "O", "C", "N", "H", "H", "H", "H", "H", "H", "H", "H", "H", "H", "H", "C", "C", "C", "O", "C", "N", "H", "H", "H", "H", "H", "H", "H", "H", "H", "H", "H", "C", "C", "C", "O", "C", "N", "H", "H", "H", "H", "H", "H", "H", "H", "H", "H", "H", "C", "C", "C", "O", "C", "N", "H", "H", "H", "H", "H", "H", "H", "H", "H", "H", "H", "C", "C", "C", "O", "C", "N", "H", "H", "H", "H", "H", "H", "H", "H", "H", "H", "H", "C", "C", "C", "O", "C", "N", "H", "H", "H", "H", "H", "H", "H", "H", "H", "H", "H", "C", "C", "C", "O", "C", "N", "H", "H", "H", "H", "H", "H", "H", "H", "H", "H", "H", "C", "C", "C", "O", "C", "N", "H", "H", "H", "H", "H", "H", "H", "H", "H", "H", "H", "C", "C", "C", "O", "C", "N", "H", "H", "H", "H", "H", "H", "H", "H", "H", "H", "H", "C", "C", "C", "O", "C", "N", "H", "H", "H", "H", "H", "H", "H", "H", "H", "H", "H"], "xyz": [[3.7677, -1.7594, 0.6943], [1.3901, -0.3277, 0.3596], [0.2379, -0.5268, -0.6322], [0.2275, 0.2358, -1.8404], [-1.1017, -0.8773, -0.1576], [0.8169, -1.9639, -1.1109], [0.5386, 1.0180, 1.0515], [-0.3053, 0.7915, 2.2088], [0.1447, 2.1572, 0.1466], [1.8265, 1.6678, 1.7603], [3.1041, -1.7866, -3.4883], [3.8252, -2.0639, -2.3456], [2.0988, -2.2061, -3.5259], [2.8585, -0.7322, -3.6153], [3.5003, -2.2067, -4.4128], [5.4714, 4.4287, 5.2328], [5.0709, 3.8776, 3.8954], [3.6182, 4.1604, 3.4863], [2.6462, 3.8344, 4.4509], [1.3460, 4.3097, 4.1361], [5.9713, 4.3559, 2.8308], [4.7739, 4.1698, 6.0294], [5.4674, 5.5185, 5.2515], [6.4625, 4.0756, 5.5179], [5.2197, 2.7992, 3.9496], [3.2988, 3.7558, 2.5259], [3.6301, 5.1987, 3.1547], [1.3802, 5.3855, 3.9639], [0.6334, 4.1008, 4.9340], [0.9515, 3.8439, 3.2331], [5.7505, 5.3071, 2.5727], [6.8923, 4.4984, 3.2202], [-7.2623, -1.7695, 0.8398], [-6.7089, -1.9340, 2.2674], [-5.4934, -1.0241, 2.6500], [-4.2945, -1.5015, 2.0268], [-3.1687, -0.6939, 2.4037], [-7.8643, -1.8856, 3.2100], [-8.0819, -2.4705, 0.6816], [-6.5260, -1.9085, 0.0481], [-7.5437, -0.7655, 0.5221], [-6.3612, -2.9668, 2.2419], [-5.4701, -0.9881, 3.7392], [-5.8210, 0.0008, 2.4759], [-3.0850, 0.1608, 1.7324], [-2.2718, -1.2957, 2.2571], [-3.3004, -0.4751, 3.4633], [-8.4753, -2.6425, 2.9382], [-8.4259, -1.0718, 3.0039], [-5.5293, 4.4556, 4.6276], [-5.7023, 3.6713, 3.3470], [-4.3835, 3.0918, 2.7595], [-3.4089, 4.0848, 2.5631], [-2.2215, 3.6043, 1.9753], [-6.6846, 2.6424, 3.5591], [-4.8348, 5.2879, 4.5131], [-5.1899, 3.8710, 5.4827], [-6.4976, 4.8857, 4.8831], [-5.9981, 4.3589, 2.5546], [-4.7701, 2.6399, 1.8461], [-4.0430, 2.2948, 3.4205], [-2.4044, 3.0047, 1.0837], [-1.7955, 2.8767, 2.6661], [-1.5628, 4.4450, 1.7575], [-6.3667, 2.1364, 4.3734], [-7.3878, 3.1946, 4.0289], [1.8469, 0.2740, 4.9218], [3.2781, 0.1928, 4.2986], [4.4707, 0.4936, 5.2160], [5.6473, 0.3546, 4.3894], [6.8313, 0.5091, 5.0885], [3.4089, -1.1991, 3.8170], [1.7684, -0.4125, 5.7647], [1.0114, 0.2766, 4.2218], [1.8590, 1.2393, 5.4279], [3.3375, 0.8099, 3.4021], [4.3766, -0.1578, 6.0849], [4.4887, 1.5196, 5.5835], [6.9233, 1.5609, 5.3594], [7.7083, 0.2922, 4.4786], [6.8214, -0.0209, 6.0409], [4.4059, -1.3392, 3.8970], [3.0213, -1.7500, 4.5696], [7.2051, 0.8599, -0.3539], [6.4121, 1.1685, 0.9117], [5.0948, 1.9501, 0.5298], [4.2534, 1.0683, -0.1762], [3.4194, 1.7523, -1.1495], [6.1963, -0.0003, 1.6953], [7.5809, 1.8245, -0.6952], [6.5961, 0.4192, -1.1432], [8.1151, 0.3031, -0.1303], [6.8996, 1.8656, 1.5933], [5.3518, 2.8777, 0.0184], [4.6461, 2.3475, 1.4402], [4.1068, 2.1434, -1.8996], [2.8028, 2.5360, -0.7095], [2.9192, 0.9121, -1.6310], [6.0710, 0.2276, 2.6713], [7.0962, -0.4335, 1.8455], [1.3241, -6.4348, -0.3534], [1.5810, -4.9040, -0.0800], [1.1086, -4.6180, 1.3894], [1.4302, -3.2463, 1.6465], [0.7617, -2.7244, 2.8493], [3.0482, -4.6936, -0.1273], [0.2478, -6.5822, -0.2639], [1.6566, -7.0702, 0.4674], [1.6905, -6.6570, -1.3557], [1.1255, -4.3889, -0.9258], [1.6184, -5.2741, 2.0949], [0.0432, -4.8018, 1.5283], [1.0013, -3.2851, 3.7528], [-0.3276, -2.6922, 2.8739], [1.1099, -1.6930, 2.9046], [3.3959, -5.3392, 0.5673], [3.4146, -4.9530, -1.0321], [-0.9252, -6.6540, -4.8907], [-1.5787, -5.3096, -4.9780], [-0.8829, -4.1722, -4.1771], [-1.6549, -3.0133, -4.4078], [-1.2726, -1.8920, -3.6160], [-1.7594, -4.9214, -6.3429], [-0.1424, -6.7443, -5.6438], [-1.6307, -7.4637, -5.0771], [-0.4651, -6.8982, -3.9332], [-2.5661, -5.5673, -4.5950], [0.1464, -3.9709, -4.4742], [-0.8466, -4.3746, -3.1067], [-1.7640, -0.9761, -3.9443], [-0.2127, -1.6622, -3.7251], [-1.6142, -2.0348, -2.5908], [-0.9003, -4.6752, -6.8135], [-2.2209, -4.0285, -6.2437], [0.4829, 4.9879, -7.6168], [1.5615, 3.8280, -7.7349], [1.1951, 2.5857, -6.9916], [0.9268, 2.9490, -5.6487], [0.5858, 1.8109, -4.8719], [1.7757, 3.4990, -9.1519], [-0.4647, 4.5622, -7.9470], [0.7231, 5.7059, -8.4009], [0.4913, 5.5070, -6.6583], [2.5069, 4.2263, -7.3663], [2.0544, 1.9190, -7.0634], [0.3421, 2.1655, -7.5245], [0.4991, 2.0503, -3.8120], [1.3536, 1.0376, -4.8977], [-0.3771, 1.3992, -5.1743], [2.6252, 3.0149, -9.4050], [1.7859, 4.3572, -9.6844], [-2.3131, 4.3491, -3.4614], [-2.1285, 3.8196, -2.0335], [-2.3034, 2.3252, -1.8318], [-3.7213, 2.0135, -1.9553], [-4.0080, 0.7442, -1.5220], [-0.7366, 4.0900, -1.6034], [-2.1714, 5.4298, -3.4464], [-3.2953, 4.1422, -3.8862], [-1.5193, 3.9360, -4.0838], [-2.8159, 4.2799, -1.3237], [-1.9947, 1.9554, -0.8540], [-1.6221, 1.9184, -2.5791], [-3.7809, 0.6725, -0.4584], [-3.4820, -0.0478, -2.0552], [-5.0757, 0.5458, -1.6154], [-0.5857, 4.9661, -1.1242], [-0.2941, 3.4657, -0.9442], [-2.2829, -3.9991, 0.2654], [-3.3945, -3.7065, -0.7392], [-4.5216, -4.8119, -0.7815], [-4.1306, -6.2037, -0.8391], [-3.5925, -6.6127, -2.0693], [-3.8677, -2.3330, -0.4663], [-2.7060, -3.9101, 1.2659], [-1.4420, -3.3064, 0.2306], [-1.8761, -4.9917, 0.0723], [-3.0245, -3.6782, -1.7641], [-5.1709, -4.4906, -1.5959], [-5.1467, -4.7959, 0.1112], [-3.6415, -7.6991, -2.1427], [-2.5109, -6.4882, -2.0172], [-4.0384, -6.2449, -2.9935], [-3.0702, -1.7141, -0.4342], [-4.2924, -2.3275, 0.4500]], "atomic_forces_ev_per_a": [[-1.1, 0.5, -0.6], [-0.9, 3.4, 2.9], [-3.7, -5.0, -5.7], [0.8, 0.1, 0.4], [2.2, 0.9, 0.5], [0.0, 0.1, -0.1], [0.8, 5.4, 2.6], [0.9, -0.8, -1.9], [1.3, -4.4, 2.4], [0.1, -0.6, -0.4], [-0.7, 1.3, 1.8], [-0.1, 0.0, -0.7], [-0.5, -1.0, 0.4], [0.7, 0.4, -0.1], [0.8, -0.5, -0.1], [-0.5, 0.5, 0.9], [-0.1, -0.6, -0.3], [-0.1, 0.6, -0.8], [0.4, 0.0, 0.6], [0.1, 0.2, -0.4], [-0.1, 0.0, -0.2], [0.0, -0.4, 0.0], [0.2, 0.1, -0.3], [0.1, 0.0, 0.0], [-0.1, -0.3, -0.1], [0.4, -1.0, -0.2], [-0.4, 0.9, 0.8], [-0.1, 0.2, 0.1], [0.4, -0.1, 0.2], [0.1, -0.2, -0.2], [-0.5, 0.3, -0.2], [0.3, -0.4, 0.2], [0.9, 0.6, -0.8], [-0.4, -0.2, -1.0], [-2.0, -0.7, 0.2], [-0.9, 1.0, 1.3], [-0.5, -0.9, -0.3], [1.0, 0.2, 0.1], [0.0, 0.1, -0.1], [0.4, -0.8, 0.1], [-0.7, 0.3, 0.8], [0.3, -0.1, 0.6], [0.7, -0.7, 0.4], [0.6, 0.5, -1.0], [-0.1, 0.4, 0.4], [0.0, 0.0, 0.0], [0.4, 0.5, 0.0], [0.0, -0.3, 0.2], [0.1, 0.4, 0.0], [0.3, 0.9, 0.0], [2.2, 0.9, -0.2], [-1.4, 0.0, 0.6], [-0.6, 0.3, -0.2], [-0.4, -0.7, 0.4], [-0.4, -0.1, 0.0], [0.1, 0.0, 0.0], [0.0, -0.3, -0.1], [-0.1, 0.1, 0.2], [-0.6, 0.1, 0.1], [0.6, -0.2, -0.5], [0.4, -0.2, 0.2], [-0.2, 0.3, -0.5], [0.6, 0.1, 0.2], [-0.1, -0.1, 0.1], [0.4, -0.7, 0.1], [-1.1, -0.2, -0.3], [1.9, 1.7, 0.8], [-1.4, -0.3, -0.6], [-0.7, 1.0, -0.8], [-1.4, -1.2, 0.3], [0.7, 1.2, 1.1], [1.0, 0.1, -0.3], [-0.3, -0.5, -0.3], [0.3, -0.4, 0.0], [-0.5, 0.3, -0.1], [0.0, 0.4, 0.2], [0.8, -0.4, 0.1], [-0.4, 0.2, 0.1], [0.2, 0.3, 0.2], [-0.2, -0.4, -0.1], [0.2, -0.5, -0.1], [0.5, -0.6, -0.4], [-0.3, -0.7, -0.2], [0.4, 1.0, 0.6], [-0.8, 1.7, -1.1], [1.0, -1.0, 1.2], [-0.4, 0.5, 0.1], [1.2, -1.3, -0.2], [-0.5, -1.8, 0.6], [-0.1, 0.0, -0.4], [0.1, -0.2, 0.2], [-0.2, -0.4, -0.1], [0.6, 0.5, -0.4], [0.2, -0.3, -0.7], [-0.4, -0.4, 0.3], [-0.1, 0.5, -0.1], [-0.2, -0.3, 0.0], [-0.7, 0.5, 0.1], [-1.4, 0.4, 0.2], [0.4, -0.8, -0.9], [-0.9, 1.4, 0.6], [0.4, -2.2, 0.9], [0.3, 1.1, -1.7], [-1.1, 0.2, 1.5], [0.6, 0.4, -0.5], [-0.5, 0.9, 0.7], [-0.3, 0.0, -0.7], [0.9, 0.0, -0.3], [0.0, -0.5, 0.3], [-0.3, 0.6, 0.7], [0.4, -0.1, 0.0], [-0.1, 0.2, -0.3], [0.6, -0.1, -0.1], [-0.2, -0.3, -1.0], [-0.1, -0.2, 0.3], [0.6, -0.1, 0.0], [0.2, 0.1, -0.2], [1.2, -0.9, -0.2], [0.6, -0.3, 0.8], [-1.0, -0.2, 0.2], [0.0, 0.8, 0.1], [-0.5, -0.1, -0.4], [-0.8, 0.6, -0.5], [0.2, -0.1, -0.1], [-0.1, 0.2, -0.2], [0.0, 0.3, 0.3], [-0.2, 1.1, 0.4], [0.4, -0.3, -0.5], [-0.1, -0.3, 0.4], [-0.3, -0.3, -0.4], [0.3, -0.3, 0.4], [0.5, -0.1, 0.3], [0.5, -0.3, 0.1], [-0.5, 0.3, -0.6], [1.2, -1.3, -1.1], [0.3, 1.8, -0.5], [0.0, 0.7, 0.1], [0.0, -0.9, 0.3], [-0.1, 0.3, 0.4], [-0.9, 0.2, -0.4], [-0.3, 0.1, 0.6], [0.2, 0.3, 0.1], [-0.3, -0.4, 0.0], [0.0, 0.1, 0.6], [0.0, -0.5, 0.2], [-0.3, -0.4, 0.3], [0.0, 0.6, -0.1], [0.2, -0.2, -0.4], [-0.1, -0.2, -0.2], [0.1, -0.1, 0.6], [-0.1, 0.0, -0.1], [0.1, -0.2, 0.5], [0.7, 0.0, 1.4], [-1.4, 0.3, -0.6], [1.6, 1.3, -1.1], [-0.6, -0.9, 0.6], [0.7, 0.6, 0.0], [0.0, 0.0, 0.0], [0.0, -0.1, 0.1], [-0.1, -0.1, -0.1], [-0.3, 0.4, -0.2], [0.2, 0.3, 0.1], [-0.4, -1.0, -0.3], [0.2, -0.3, 0.4], [0.2, -0.1, -0.1], [0.0, 0.1, -0.2], [-0.5, 0.6, -0.5], [-0.7, -0.5, -0.5], [0.1, -0.7, -0.3], [0.5, 0.1, 0.0], [0.1, 0.6, 0.8], [-0.5, 1.4, -0.5], [1.0, -1.1, 0.3], [-1.0, -1.4, -0.9], [0.0, -0.3, 0.2], [-0.1, 0.3, -0.4], [0.0, -0.3, 0.4], [0.5, -0.2, -0.1], [-0.1, -0.5, -0.4], [0.1, 0.3, 0.2], [-0.6, -0.2, 0.3], [0.3, 0.7, -0.6], [-0.1, 0.6, 0.3], [0.1, 0.0, 0.0], [0.1, 0.3, 0.0]], "lowdin_charge": [1.217, -0.258, 0.385, -0.257, -0.271, -0.221, 0.628, -0.262, -0.305, -0.192, -0.171, -0.131, 0.080, 0.072, 0.127, -0.060, -0.430, -0.211, -0.180, -0.080, 0.052, 0.080, 0.090, 0.075, 0.098, 0.104, 0.123, 0.094, 0.097, 0.071, 0.076, 0.073, -0.074, -0.389, -0.176, -0.231, -0.076, 0.029, 0.075, 0.051, 0.076, 0.125, 0.113, 0.109, 0.072, 0.060, 0.093, 0.060, 0.064, -0.069, -0.456, -0.211, -0.165, -0.098, 0.043, 0.077, 0.082, 0.077, 0.142, 0.122, 0.118, 0.070, 0.071, 0.096, 0.070, 0.066, -0.017, -0.378, -0.139, -0.270, -0.094, 0.056, 0.086, 0.060, 0.077, 0.114, 0.140, 0.123, 0.084, 0.100, 0.102, 0.052, 0.079, -0.033, -0.411, -0.187, -0.295, -0.041, 0.079, 0.089, 0.084, 0.081, 0.136, 0.133, 0.089, 0.101, 0.097, 0.069, 0.033, 0.094, -0.039, -0.365, -0.170, -0.295, -0.062, 0.057, 0.072, 0.082, 0.083, 0.123, 0.130, 0.115, 0.093, 0.087, 0.042, 0.084, 0.088, -0.074, -0.453, -0.187, -0.190, -0.085, 0.052, 0.076, 0.084, 0.065, 0.117, 0.117, 0.107, 0.093, 0.066, 0.066, 0.077, 0.068, -0.031, -0.430, -0.235, -0.174, -0.114, 0.023, 0.079, 0.061, 0.075, 0.127, 0.122, 0.131, 0.064, 0.070, 0.091, 0.068, 0.060, -0.036, -0.401, -0.178, -0.155, -0.143, 0.062, 0.075, 0.081, 0.065, 0.133, 0.084, 0.109, 0.068, 0.072, 0.096, 0.072, 0.003, -0.054, -0.376, -0.149, -0.174, -0.127, 0.085, 0.090, 0.049, 0.061, 0.111, 0.121, 0.119, 0.088, 0.069, 0.090, 0.023, 0.031], "e_above_lowest_ev": 0.000, "charge": 1, "fmax_ev_per_a": 8.44}

=====

Table of orbital gap (eV), in record order: 10.85, 1.89
Table of HOMO (eV), in record order: -10.17, -10.08